Record 1
This record from the OMol25 dataset describes a structure of composition C42H56LiN7SSe at a distorted geometry. The level of theory is ωB97M-V/def2-TZVPD.

```
108
Properties=species:S:1:pos:R:3:forces:R:3
Li 0.1503 0.0459 0.4313 0.03 0.04 0.23
C 4.6293 4.0060 -0.3210 0.09 0.07 -0.17
C 3.7111 3.9717 -1.5438 -0.04 -0.06 0.17
C 2.3880 3.3602 -1.2079 -0.24 0.18 -0.16
C 1.1821 3.9767 -1.0559 0.26 -0.02 0.02
C 0.8742 5.4301 -1.2381 0.08 -0.06 -0.19
C 0.7910 5.8206 -2.7164 -0.02 0.12 0.16
C 0.2478 2.9319 -0.6509 0.15 0.24 -0.11
C -1.1079 3.1328 -0.4266 -0.09 0.20 0.04
C -2.0356 2.1949 0.0113 -0.26 0.05 -0.05
C -3.4406 2.4786 0.2770 -0.27 -0.08 -0.11
C -4.0837 3.8267 0.2172 0.04 -0.04 0.09
C -3.6628 4.6872 1.4102 -0.12 0.06 -0.16
C -4.0023 1.2919 0.6353 -0.15 0.18 -0.22
C -2.9309 0.3065 0.5788 -0.18 0.16 -0.06
C -3.0988 -1.0535 0.8103 -0.15 -0.11 0.12
C -2.1162 -2.0338 0.7707 -0.12 -0.22 -0.06
N -0.8229 -1.8150 0.5008 0.39 0.60 -0.03
C -0.2006 -3.0000 0.5072 -0.13 -0.21 0.07
C 1.1448 -3.2148 0.2375 0.04 -0.11 0.02
C 2.0851 -2.2703 -0.1526 0.23 -0.05 -0.05
N 1.8558 -0.9574 -0.2867 -0.64 0.33 0.20
C 2.9872 -0.3858 -0.7218 0.14 -0.11 -0.13
C 3.1326 0.9662 -1.0097 0.22 -0.03 0.04
C 2.1625 1.9544 -0.8941 0.02 0.28 -0.17
N 0.8839 1.7581 -0.5457 -0.20 -0.59 0.32
C 4.0285 -1.3951 -0.8784 0.01 -0.22 -0.10
C 3.4618 -2.5789 -0.5141 0.19 0.10 0.02
C 4.0636 -3.9500 -0.5088 -0.06 0.08 -0.15
C 3.5770 -4.7830 -1.6973 0.13 -0.06 0.12
C 5.4526 -1.1507 -1.2660 -0.01 -0.10 0.17
C 6.3500 -1.1454 -0.0268 0.08 0.04 -0.20
C -1.1469 -4.0657 0.8086 -0.18 -0.06 0.14
C -2.3537 -3.4593 0.9731 0.02 -0.18 -0.14
C -3.6501 -4.1014 1.3575 0.16 -0.06 0.12
C -3.6481 -4.4634 2.8441 -0.19 -0.03 -0.11
C -0.8114 -5.5238 0.8642 -0.07 0.13 -0.18
C -0.6096 -6.1131 -0.5334 0.02 -0.12 0.14
N -1.7824 0.8958 0.2199 0.69 -0.32 0.07
C -5.4161 1.0119 1.0330 0.07 0.03 0.08
C -5.5368 0.7546 2.5367 -0.15 0.00 -0.14
H 5.5939 4.4459 -0.5794 0.12 0.05 0.06
H 4.7944 2.9988 0.0531 0.01 -0.04 0.10
H 4.1763 4.5921 0.4759 -0.02 0.02 0.10
H 4.2018 3.3950 -2.3353 -0.03 0.07 -0.06
H 3.5744 4.9909 -1.9178 -0.01 -0.04 -0.06
H 1.6568 6.0297 -0.7616 -0.06 0.04 0.06
H -0.0700 5.6784 -0.7473 0.09 0.03 0.05
H 1.7360 5.6109 -3.2145 0.03 -0.06 -0.10
H 0.5771 6.8850 -2.8294 -0.05 0.10 -0.06
H 0.0060 5.2542 -3.2133 -0.05 -0.08 -0.08
H -1.4822 4.1322 -0.6217 -0.03 0.04 0.11
H -5.1749 3.7187 0.2088 0.09 0.04 -0.06
H -3.8010 4.3423 -0.7075 -0.05 -0.04 -0.01
H -3.9615 4.2122 2.3418 0.00 -0.04 0.12
H -4.1185 5.6771 1.3585 -0.01 0.13 0.05
H -2.5812 4.7951 1.4199 0.09 0.04 0.09
H -4.1063 -1.3884 1.0314 -0.02 0.03 0.03
H 1.4891 -4.2378 0.3253 0.06 -0.07 -0.01
H 4.1005 1.2912 -1.3756 0.04 -0.03 0.04
H 3.7937 -4.4663 0.4182 0.10 0.02 0.01
H 5.1553 -3.8881 -0.5457 -0.01 0.02 0.08
H 2.4985 -4.9066 -1.6472 -0.11 -0.01 -0.09
H 4.0414 -5.7704 -1.7005 0.01 -0.12 -0.03
H 3.8216 -4.2850 -2.6335 -0.02 0.06 -0.11
H 5.5509 -0.1923 -1.7831 -0.03 -0.10 -0.05
H 5.7990 -1.9313 -1.9526 -0.01 0.06 -0.06
H 6.0077 -0.3889 0.6754 0.00 0.04 0.11
H 7.3860 -0.9381 -0.2967 0.15 0.04 0.04
H 6.3114 -2.1140 0.4679 -0.01 -0.03 0.11
H -3.8110 -5.0133 0.7709 -0.05 0.05 -0.04
H -4.4858 -3.4276 1.1508 0.03 -0.08 -0.06
H -2.8408 -5.1611 3.0578 0.07 -0.01 0.09
H -4.5907 -4.9281 3.1372 -0.09 -0.03 0.09
H -3.4932 -3.5692 3.4430 0.04 0.05 0.10
H -1.6064 -6.0786 1.3694 0.03 0.01 0.07
H 0.1078 -5.6662 1.4393 -0.04 -0.05 0.09
H -1.5162 -6.0104 -1.1277 -0.07 0.03 -0.07
H -0.3538 -7.1716 -0.4688 0.03 -0.13 -0.08
H 0.1946 -5.5927 -1.0483 0.03 0.04 -0.10
H -5.7866 0.1313 0.4952 -0.01 0.07 -0.03
H -6.0569 1.8568 0.7535 0.03 -0.11 -0.01
H -4.9090 -0.0869 2.8182 0.05 -0.04 0.11
H -6.5695 0.5331 2.8105 -0.09 -0.03 0.10
H -5.2055 1.6242 3.0997 0.06 0.07 0.08
C -1.0082 -3.0211 -3.6415 0.10 -0.14 0.01
N -1.2412 -1.9166 -4.5503 0.05 0.17 0.04
C -2.4412 -2.1000 -5.3424 0.05 0.00 -0.17
C -0.9636 -0.6509 -4.0365 0.10 0.05 0.38
S -0.5673 -0.4021 -2.4654 -0.08 -0.04 -0.35
N -1.0508 0.3867 -4.9625 0.00 -0.15 0.10
C -0.9071 1.7230 -4.4203 -0.10 0.14 0.02
C -0.3893 0.2394 -6.2439 -0.13 -0.06 -0.12
H -1.0045 -3.9483 -4.2208 0.00 -0.01 -0.01
H -1.7760 -3.0827 -2.8589 0.05 0.03 -0.01
H -0.0492 -2.8757 -3.1482 -0.04 -0.16 0.03
H -3.2714 -2.4521 -4.7131 0.03 0.06 -0.02
H -2.2552 -2.8532 -6.1165 -0.12 0.06 -0.01
H -2.7334 -1.1602 -5.8071 0.02 -0.05 -0.03
H -1.5038 1.8045 -3.5141 0.04 0.15 -0.04
H -1.2535 2.4370 -5.1725 0.00 0.01 -0.01
H 0.1330 1.9522 -4.1525 -0.05 -0.03 0.03
H -0.2730 -0.8146 -6.4894 -0.04 0.04 -0.03
H 0.6064 0.7057 -6.2218 -0.04 -0.06 0.01
H -0.9824 0.7363 -7.0201 0.11 -0.07 -0.05
Se 1.3451 0.8909 5.5828 0.35 0.24 1.52
C 0.9457 0.6311 3.8781 -0.07 -0.06 -0.35
N 0.6903 0.4600 2.7682 -0.31 -0.20 -1.31
```
Forces are in eV/Å.

Output
- charge = -2
- HOMO (hartree) = -0.0389

Record 2
This record from the OMol25 dataset describes a structure of composition C42H57BMnN7O2S6. The level of theory is ωB97M-V/def2-TZVPD.

```
116
Properties=species:S:1:pos:R:3:forces:R:3
Mn -0.7938 0.1050 0.2750 0.00 -0.44 0.31
C -4.4762 2.4689 0.8391 0.09 -0.02 0.02
C -5.0104 1.5582 1.9349 -0.01 0.01 -0.02
C -5.9713 2.3636 2.8103 0.04 0.00 0.05
C -5.7117 0.3617 1.2916 0.02 -0.02 0.00
N -3.9367 0.9991 2.8375 -0.14 -0.03 -0.04
C -4.3116 0.2279 3.9146 0.02 -0.04 -0.05
C -3.1852 -0.1852 4.5337 0.02 -0.01 0.00
N -2.1201 0.3307 3.8500 0.08 0.17 0.27
B -0.6701 -0.0172 4.3102 0.10 0.00 -0.27
N 0.3584 1.0821 3.9390 0.00 -0.09 0.17
C 0.5253 2.1745 4.7613 -0.01 -0.04 -0.04
C 1.4858 2.9520 4.2263 -0.03 0.03 -0.09
N 1.9121 2.3403 3.0612 0.21 0.04 0.06
C 1.2078 1.1955 2.9026 -0.16 0.08 -0.09
S 1.3392 0.1065 1.5629 -0.11 -0.02 -0.22
C 3.0680 2.8373 2.2238 -0.10 -0.09 -0.02
C 4.1838 1.7955 2.2730 -0.05 -0.07 0.06
C 2.5963 3.0986 0.7941 -0.12 0.02 0.00
C 3.5777 4.1428 2.8231 -0.01 0.02 0.03
N -0.2427 -1.4134 3.7899 -0.12 -0.11 0.19
C 0.7124 -2.1080 4.5035 -0.07 0.11 -0.05
C 0.7973 -3.3455 3.9877 0.07 -0.03 -0.16
N -0.0950 -3.4200 2.9327 -0.05 -0.18 0.10
C -0.7214 -2.2201 2.8210 0.19 0.17 -0.02
S -1.8737 -1.7946 1.6056 -0.27 0.23 0.02
C -0.4555 -4.7119 2.2424 -0.06 0.09 -0.05
C -1.9080 -5.0458 2.5841 0.01 0.09 0.01
C -0.2399 -4.5852 0.7368 0.09 0.01 -0.01
C 0.4456 -5.8236 2.7675 0.03 0.01 0.04
C -2.5839 1.0392 2.8114 0.07 -0.02 -0.04
S -1.5399 1.8184 1.6639 -0.35 0.13 0.13
H -5.3416 2.8822 0.3214 0.00 0.00 -0.01
H -3.8701 1.9258 0.1167 0.00 0.01 0.00
H -3.8894 3.2977 1.2329 -0.02 0.01 -0.01
H -6.7386 2.8081 2.1780 -0.01 -0.01 0.00
H -5.4417 3.1665 3.3245 -0.02 0.01 -0.02
H -6.4738 1.7487 3.5554 -0.01 0.01 -0.01
H -6.4540 0.7212 0.5792 -0.01 -0.01 0.01
H -6.2248 -0.2583 2.0264 0.01 0.00 -0.01
H -4.9893 -0.2627 0.7622 -0.01 0.01 -0.02
H -5.3393 0.0289 4.1525 0.01 0.04 0.01
H -3.0560 -0.8024 5.4054 0.01 0.03 0.00
H -0.7014 -0.0753 5.5108 -0.01 0.01 -0.06
H -0.0506 2.3016 5.6607 0.01 -0.02 0.00
H 1.8826 3.8849 4.5750 0.03 -0.03 0.01
H 3.8562 0.8421 1.8607 0.03 0.03 -0.04
H 4.5113 1.6371 3.3020 0.02 0.02 -0.01
H 5.0357 2.1523 1.6934 -0.01 0.02 0.00
H 2.3442 2.1796 0.2692 0.06 0.01 0.01
H 3.3984 3.5985 0.2490 -0.01 0.00 0.00
H 1.7236 3.7569 0.7973 0.03 0.03 -0.01
H 3.9331 4.0160 3.8460 0.02 0.00 -0.02
H 2.8204 4.9279 2.7974 0.01 0.00 -0.01
H 4.4224 4.4762 2.2226 -0.01 0.01 0.00
H 1.2404 -1.6618 5.3276 -0.03 0.00 0.00
H 1.4258 -4.1631 4.2802 -0.04 -0.02 0.01
H -2.5929 -4.3032 2.1777 -0.01 -0.04 -0.01
H -2.0403 -5.0880 3.6667 0.00 -0.03 -0.01
H -2.1655 -6.0195 2.1677 0.01 0.00 0.00
H -0.8330 -3.7797 0.3127 0.00 -0.01 0.01
H -0.5361 -5.5212 0.2616 0.02 0.00 0.00
H 0.8154 -4.4097 0.5178 -0.02 0.00 0.01
H 0.2898 -6.0115 3.8301 -0.01 -0.01 -0.01
H 1.5013 -5.6135 2.5889 -0.01 -0.02 -0.02
H 0.1932 -6.7374 2.2319 0.01 0.00 0.00
O -1.1878 1.4124 -1.2860 0.29 -0.06 0.04
S -1.8765 2.5467 -2.0240 -0.17 -0.02 0.23
C -2.6919 1.7523 -3.4185 -0.03 -0.08 -0.10
C -1.8335 1.0371 -4.4583 0.07 -0.09 0.10
C -1.0328 -0.1725 -3.9521 -0.11 0.03 0.00
C -1.9379 -1.3339 -3.5417 -0.02 0.10 0.00
S -1.3064 -2.3108 -2.1675 -0.07 0.03 0.06
O -0.8110 -1.2723 -1.1826 0.35 -0.09 -0.11
C 0.1621 -3.0158 -2.8925 0.06 -0.01 -0.03
C 0.1307 -3.5841 -4.1618 0.01 0.00 0.04
C 1.2733 -4.1978 -4.6522 -0.02 -0.04 0.03
C 2.4197 -4.2640 -3.8693 0.01 0.05 0.00
C 2.4293 -3.7100 -2.5969 0.01 -0.01 -0.03
C 1.2963 -3.0824 -2.0994 -0.01 -0.01 0.01
C -0.5993 3.4488 -2.8568 0.06 0.10 0.01
C -0.9771 4.4776 -3.7152 0.02 -0.03 0.01
C 0.0120 5.2020 -4.3568 0.01 0.00 -0.01
C 1.3531 4.9124 -4.1211 -0.02 0.01 -0.01
C 1.7076 3.9076 -3.2346 -0.01 0.00 0.00
C 0.7266 3.1644 -2.5888 -0.01 -0.02 0.00
H -3.2774 2.5548 -3.8739 -0.02 -0.03 -0.04
H -3.4023 1.0798 -2.9303 -0.05 0.06 0.00
H -1.1421 1.7501 -4.9098 -0.02 0.03 0.00
H -2.5191 0.7177 -5.2483 0.04 0.04 -0.06
H -0.4080 0.1162 -3.1081 0.05 0.01 -0.03
H -0.3639 -0.4988 -4.7488 0.01 -0.04 0.00
H -2.1462 -2.0355 -4.3499 -0.05 0.03 -0.01
H -2.9052 -0.9947 -3.1639 0.00 -0.01 0.00
H -0.7661 -3.5715 -4.7667 0.01 0.01 -0.01
H 1.2596 -4.6407 -5.6391 0.00 0.00 0.00
H 3.3045 -4.7550 -4.2527 0.00 -0.01 0.01
H 3.3201 -3.7667 -1.9848 0.00 0.01 0.00
H 1.2999 -2.6346 -1.1163 0.01 0.01 -0.02
H -2.0213 4.7168 -3.8817 0.01 -0.01 0.00
H -0.2625 5.9961 -5.0379 0.01 0.00 0.01
H 2.1196 5.4821 -4.6294 0.00 0.01 0.02
H 2.7503 3.6935 -3.0380 0.00 -0.01 -0.01
H 0.9926 2.3708 -1.9035 0.01 0.01 -0.05
S 2.2418 0.0485 -1.7339 0.23 0.07 -0.24
C 3.6928 -0.1606 -2.5654 -0.03 -0.02 0.06
N 3.6773 -0.5286 -3.8790 -0.01 -0.02 -0.02
C 4.7782 -0.7462 -4.6462 -0.06 0.03 -0.01
C 6.0156 -0.5984 -4.1155 0.06 0.01 0.04
C 6.1105 -0.2181 -2.7576 0.01 -0.02 0.00
C 4.9905 -0.0064 -2.0077 -0.02 0.01 0.01
H 2.7560 -0.6495 -4.2785 0.02 -0.02 -0.01
H 4.5977 -1.0274 -5.6732 -0.03 -0.01 0.01
H 6.8943 -0.7661 -4.7186 -0.01 0.00 -0.01
H 7.0889 -0.0984 -2.3098 -0.02 0.01 0.01
H 5.0500 0.2804 -0.9681 0.01 0.00 0.00
```
Forces are in eV/Å.

Output
- expectation value of S² = 6.47
- charge = +2
- HOMO (spin up / spin down) (hartree) = -0.4377 / -0.4379
- 2S+1 = 5